Entry from the OMol25 dataset: a molecular structure, C27H26N3O5S5SbTi (wB97M-V/def2-TZVPD).

Last column: natural (NBO) charge in e.
Atoms and positions in Å:
Ti 0.812 0.595 -0.813  1.5407
O -2.532 2.540 -2.682  -0.5922
C -1.609 1.845 -2.300  0.6608
N -0.747 2.050 -1.262  -0.7852
C -0.955 3.050 -0.363  0.6597
O -1.922 3.770 -0.193  -0.5972
C 0.244 3.224 0.553  0.1548
C 0.259 4.211 1.522  -0.2167
C 1.370 4.311 2.343  -0.1662
C 2.427 3.432 2.165  -0.2403
C 2.332 2.470 1.173  0.0724
N 1.259 2.375 0.390  -0.4768
C -1.268 0.582 -3.057  0.1360
C -1.900 0.285 -4.249  -0.2197
C -1.525 -0.862 -4.929  -0.1674
C -0.537 -1.670 -4.388  -0.2028
C 0.060 -1.297 -3.196  0.0426
N -0.313 -0.198 -2.534  -0.5170
H -0.603 4.857 1.608  0.2408
H 1.410 5.065 3.120  0.2047
H 3.308 3.469 2.790  0.2135
H 3.115 1.745 0.994  0.2290
H -2.640 0.977 -4.623  0.2419
H -1.974 -1.111 -5.881  0.2167
H -0.193 -2.561 -4.893  0.2237
H 0.887 -1.865 -2.777  0.2552
C -2.488 1.487 5.100  -0.2463
O -1.254 0.911 5.454  -0.5159
C -0.460 0.465 4.414  0.2736
C 0.760 -0.100 4.768  -0.3309
C 1.615 -0.541 3.773  -0.2087
C 1.303 -0.452 2.396  -0.1868
C 2.210 -0.849 1.383  0.3320
C 3.514 -1.537 1.632  -0.6680
O 2.003 -0.525 0.115  -0.7909
C 0.013 0.095 2.053  0.3700
O -0.414 0.136 0.815  -0.8323
C -0.825 0.561 3.075  -0.3845
H -2.969 1.782 6.032  0.1752
H -3.130 0.775 4.572  0.1725
H -2.358 2.370 4.466  0.1754
H 1.028 -0.173 5.814  0.2007
H 2.573 -0.952 4.066  0.1918
H 3.518 -2.117 2.556  0.1943
H 4.349 -0.822 1.677  0.1982
H 3.721 -2.203 0.793  0.2417
H -1.771 0.979 2.757  0.2160
S 1.103 0.102 -8.043  -0.2975
C 1.714 0.022 -6.477  -0.5861
S 2.607 -1.298 -5.857  0.4521
C 2.923 -0.726 -4.217  -0.3717
C 2.412 0.521 -3.981  -0.4624
S 2.439 1.483 -2.509  -0.3180
S 1.499 1.227 -5.296  0.4865
S 3.703 -1.854 -3.180  -0.4396
C -2.002 -4.665 -0.581  -1.0242
Sb -1.010 -2.801 -0.047  1.1134
C -2.689 -1.628 -0.690  -0.9958
C -1.662 -2.919 2.002  -1.0031
H -3.039 -4.644 -0.237  0.2031
H -1.490 -5.513 -0.122  0.2088
H -1.988 -4.801 -1.663  0.2144
H -3.605 -2.031 -0.252  0.2062
H -2.768 -1.654 -1.778  0.2175
H -2.540 -0.600 -0.362  0.2483
H -2.652 -3.377 2.044  0.2026
H -1.701 -1.914 2.421  0.2410
H -0.961 -3.507 2.595  0.2166

Summary:
net charge: -2
lowest unoccupied orbital energy (alpha / beta): 4.1 / 4.1 eV
frontier orbital gap (alpha / beta): 4.7 / 5.3 eV
2S+1: 3
<S²>: 2.032
relative energy (zero: lowest compared OMol25 entry of this formula, charge and spin): 0.0 kJ/mol
total energy: -4665.82943 Eh
HOMO level (alpha / beta): -0.54 / -1.19 eV